# 1
The following is a DFT calculation (ωB97M-V/def2-TZVPD) of a 2-piece molecular cluster, C3H7NO2 overall.

E_LUMO ... -0.75 eV
SMILES ... C=C(CO)N=O.[H][H]
Orbital gap ... 8.692 eV
ΔE to the lowest compared entry with this formula, charge and spin ... 5.257 eV
2S+1 ... 1

Positions of all 13 atoms, in Å:
1 C -0.76730 1.52838 -0.08927
2 C -0.16432 0.39844 -0.46096
3 C 1.25006 -0.00769 -0.09454
4 O 1.81020 -0.97848 -0.93795
5 N -1.08836 -0.54754 -1.01762
6 O -0.78452 -1.70338 -0.79693
7 H -1.81902 1.67781 -0.31557
8 H -0.25825 2.27914 0.50785
9 H 1.25694 -0.32954 0.95941
10 H 1.88812 0.87834 -0.16598
11 H 1.26379 -1.77049 -0.83236
12 H -1.31753 -0.35004 1.70159
13 H -1.26981 -1.07495 1.54233

# 2
The following is a DFT calculation (ωB97M-V/def2-TZVPD) of a 3-piece molecular cluster, C3H7NO2 overall.

E_LUMO ... 0.83 eV
SMILES ... O=C=O.C=C.N
Orbital gap ... 11.110 eV
ΔE to the lowest compared entry with this formula, charge and spin ... 1.060 eV
2S+1 ... 1

Positions of all 13 atoms, in Å:
1 O 1.12387 -0.82369 -1.56490
2 C 1.71468 -1.19239 -0.62403
3 O 2.32000 -1.73304 0.21636
4 C -1.81272 0.29200 0.36763
5 C -1.58858 -0.40847 -0.73948
6 H -1.92512 1.37474 0.34346
7 H -1.88192 -0.18650 1.34307
8 H -1.46520 -1.48912 -0.72133
9 H -1.49751 0.06516 -1.71404
10 N 1.35474 0.82498 0.64067
11 H 0.35786 0.70041 0.78223
12 H 1.81612 0.88563 1.54075
13 H 1.48378 1.69029 0.12961

# 3
The following is a DFT calculation (ωB97M-V/def2-TZVPD) of one molecule with the formula C3H7NO2.

E_LUMO ... 0.85 eV
SMILES ... COCC(N)=O
Orbital gap ... 10.472 eV
ΔE to the lowest compared entry with this formula, charge and spin ... 1.301 eV
2S+1 ... 1

Positions of all 13 atoms, in Å:
1 C 1.64541 0.89036 -0.24987
2 O 0.91346 0.28549 0.79623
3 C 0.20037 -0.89375 0.48828
4 C -1.19287 -0.74502 -0.08303
5 N -1.88692 0.40447 0.05319
6 O -1.60584 -1.70649 -0.71255
7 H 0.99869 1.20801 -1.07813
8 H 2.41667 0.20949 -0.63023
9 H 2.13851 1.77985 0.16102
10 H 0.17405 -1.46631 1.41977
11 H 0.51016 -1.60614 -0.30239
12 H -2.73769 0.46597 -0.48257
13 H -1.57398 1.17408 0.62027

# 4
The following is a DFT calculation (ωB97M-V/def2-TZVPD) of a 2-piece molecular cluster, C3H7NO2 overall.

E_LUMO ... -0.42 eV
SMILES ... [H]/N=C/C=O.CO
Orbital gap ... 9.406 eV
ΔE to the lowest compared entry with this formula, charge and spin ... 2.641 eV
2S+1 ... 1

Positions of all 13 atoms, in Å:
1 H 1.78556 -1.75449 0.02337
2 N 1.25443 -0.89870 -0.13006
3 C 1.88545 0.17932 0.00639
4 C 1.14256 1.52243 -0.01867
5 O 1.73697 2.56620 0.03784
6 H 2.97429 0.27016 0.09282
7 H 0.11145 1.48404 -0.39889
8 C -2.09845 -0.56925 0.30417
9 O -1.45337 -0.17743 -0.87834
10 H -3.07731 -0.09305 0.32177
11 H -2.22758 -1.65882 0.31720
12 H -1.46551 -0.28836 1.20077
13 H -0.56850 -0.58205 -0.87838

Which value of E_LUMO does entry 3 give?
0.85 eV